Entry 1:
Entry from the OMol25 dataset: an isolated molecule of C3H4N2OS in a non-equilibrium geometry (the ωB97M-V functional and the def2-TZVPD basis).

Properties
HOMO (spin up / spin down) = -9.84 / -8.99 eV
energy relative to the best compared isomer or geometry (same formula, charge and spin) = 440.2 kJ/mol
multiplicity = 1
orbital gap (spin up / spin down) = 0.31588 / 0.27451 Ha
largest force on an atom = 4.06 eV Å⁻¹
net charge = 0

Atoms and positions in Å:
C: -0.344 -0.902 0.867
C: 1.595 -0.137 -0.072
C: 1.132 1.209 -0.256
N: 0.900 -0.729 0.973
N: -2.736 -0.293 -0.259
O: 2.462 -0.664 -0.781
S: -1.269 -0.804 -0.706
H: -0.848 -1.084 1.710
H: 0.837 1.750 0.643
H: 1.504 1.897 -0.978
H: -3.232 -0.243 -1.140



Entry 2:
Entry from the OMol25 dataset: a structure of composition C4H4O5Sm in a non-equilibrium geometry (the ωB97M-V functional and the def2-TZVPD basis).

Properties
HOMO (spin up / spin down) = -16.99 / -16.99 eV
energy relative to the best compared isomer or geometry (same formula, charge and spin) = 0.0 kJ/mol
multiplicity = 7
orbital gap (spin up / spin down) = 0.26426 / 0.27179 Ha
⟨S²⟩ = 12.006
largest force on an atom = 3.04 eV Å⁻¹
net charge = +2

Atoms and positions in Å:
O: 1.249 -0.135 -1.297
C: 2.151 -0.055 -0.379
O: 1.393 -0.040 0.739
H: -2.056 1.118 1.246
Sm: 5.926 -0.002 0.255
O: 3.309 0.318 -0.443
O: -0.494 1.043 -0.116
C: -1.873 0.762 0.226
C: -1.940 -0.757 0.096
O: -0.544 -1.136 0.152
C: 0.194 -0.071 -0.056
H: -2.509 1.293 -0.487
H: -2.352 -1.091 -0.863
H: -2.454 -1.247 0.927



Entry 3:
Entry from the OMol25 dataset: an isolated molecule of C22H29NO2 (the ωB97M-V functional and the def2-TZVPD basis).

Properties
HOMO = -8.35 eV
energy relative to the best compared isomer or geometry (same formula, charge and spin) = 8.3 kJ/mol
multiplicity = 1
orbital gap = 0.33199 Ha
SMILES string = CCCN(CCC)C(=O)C[C@H](c1ccccc1)c1ccc(C)cc1O
largest force on an atom = 0.51 eV Å⁻¹
net charge = 0

Atoms and positions in Å:
C: 0.533 -4.586 2.306
C: -0.570 -3.839 1.568
C: 0.010 -2.938 0.470
N: -1.018 -2.200 -0.230
C: -1.615 -2.862 -1.378
C: -0.768 -2.704 -2.644
C: -0.639 -1.248 -3.072
C: -1.537 -1.026 0.173
O: -2.517 -0.536 -0.383
C: -0.867 -0.278 1.308
C: 0.363 0.512 0.814
C: 0.870 1.378 1.948
C: 2.048 1.053 2.607
C: 2.513 1.836 3.649
C: 1.803 2.955 4.044
C: 0.627 3.287 3.392
C: 0.163 2.504 2.351
C: 0.187 1.375 -0.422
C: 1.305 1.510 -1.238
C: 1.326 2.350 -2.335
C: 0.209 3.109 -2.650
C: 0.197 4.041 -3.824
C: -0.915 2.973 -1.854
C: -0.951 2.121 -0.756
O: -2.113 2.089 -0.038
H: 1.102 -5.207 1.618
H: 1.216 -3.886 2.783
H: 0.108 -5.226 3.075
H: -1.261 -4.555 1.120
H: -1.141 -3.231 2.272
H: 0.741 -2.256 0.907
H: 0.537 -3.555 -0.262
H: -1.748 -3.922 -1.146
H: -2.594 -2.409 -1.541
H: 0.227 -3.126 -2.482
H: -1.246 -3.280 -3.439
H: -0.089 -1.173 -4.007
H: -0.111 -0.665 -2.321
H: -1.622 -0.804 -3.210
H: -1.598 0.415 1.727
H: -0.550 -0.949 2.106
H: 1.151 -0.212 0.572
H: 2.612 0.181 2.302
H: 3.433 1.571 4.151
H: 2.166 3.569 4.856
H: 0.070 4.161 3.694
H: -0.751 2.773 1.845
H: 2.196 0.944 -0.999
H: 2.218 2.419 -2.940
H: 1.166 4.061 -4.315
H: -0.054 5.051 -3.503
H: -0.554 3.726 -4.548
H: -1.809 3.539 -2.071
H: -2.460 1.170 -0.056



Entry 4:
Entry from the OMol25 dataset: a cluster of 2 separate species, H4O2 in total in a non-equilibrium geometry (the ωB97M-V functional and the def2-TZVPD basis).

Properties
HOMO = -11.25 eV
energy relative to the best compared isomer or geometry (same formula, charge and spin) = 26.2 kJ/mol
multiplicity = 1
orbital gap = 0.44016 Ha
SMILES string = O.O
largest force on an atom = 2.73 eV Å⁻¹
net charge = 0

Atoms and positions in Å:
O: 1.109 0.968 -0.974
H: 0.128 1.176 -0.836
H: 1.472 0.874 -0.080
O: -0.665 -0.702 0.797
H: -1.171 -1.348 1.240
H: -0.874 -0.968 -0.146